[1]
This record from OMol25 describes a molecular structure, C56H54N5O3P2SiW. The level of theory is ωB97M-V/def2-TZVPD.

Positions of all 122 atoms, in Å:
W: 0.78 -0.36 -0.79
C: 0.37 -1.31 2.92
N: -1.07 -1.52 2.85
C: -1.86 -1.17 1.69
P: -1.27 -1.60 -0.02
C: -1.08 -3.41 -0.03
C: -1.09 -4.20 1.11
C: -0.86 -5.57 1.02
C: -0.62 -6.15 -0.22
C: -0.62 -5.37 -1.36
C: -0.85 -4.01 -1.27
C: -2.93 -1.35 -0.76
C: -3.77 -2.38 -1.16
C: -5.04 -2.11 -1.64
C: -5.50 -0.80 -1.72
C: -4.67 0.24 -1.31
C: -3.40 -0.03 -0.84
C: -1.75 -1.77 4.05
C: -3.07 -1.36 4.26
C: -3.71 -1.63 5.46
C: -3.06 -2.30 6.49
C: -1.75 -2.70 6.29
C: -1.10 -2.45 5.09
P: 1.10 0.06 1.90
C: 2.80 -0.02 2.63
C: 3.84 -0.67 1.98
C: 5.10 -0.75 2.57
C: 5.33 -0.18 3.81
C: 4.29 0.46 4.47
C: 3.04 0.54 3.89
C: 0.47 1.57 2.73
C: 1.15 2.77 2.48
C: 0.71 3.97 3.02
C: -0.43 3.99 3.81
C: -1.11 2.81 4.08
C: -0.65 1.61 3.55
H: 0.94 -2.19 2.61
H: 0.64 -1.08 3.95
H: -2.08 -0.10 1.63
H: -2.82 -1.69 1.78
H: -1.25 -3.75 2.08
H: -0.84 -6.17 1.92
H: -0.43 -7.21 -0.28
H: -0.42 -5.81 -2.33
H: -0.81 -3.40 -2.17
H: -3.44 -3.41 -1.10
H: -5.68 -2.92 -1.96
H: -6.49 -0.59 -2.11
H: -5.01 1.27 -1.37
H: -2.75 0.79 -0.56
H: -3.60 -0.81 3.49
H: -4.73 -1.30 5.59
H: -3.57 -2.50 7.42
H: -1.22 -3.24 7.07
H: -0.09 -2.81 4.95
H: 3.68 -1.13 1.02
H: 5.90 -1.26 2.04
H: 6.31 -0.24 4.27
H: 4.45 0.91 5.45
H: 2.24 1.05 4.42
H: 2.05 2.75 1.88
H: 1.25 4.88 2.81
H: -0.79 4.93 4.22
H: -1.99 2.82 4.71
H: -1.20 0.70 3.78
O: 2.65 -3.87 0.71
C: 2.17 -3.02 -0.01
O: 1.66 -1.90 0.46
C: 2.11 -3.07 -1.50
C: 2.77 -4.00 -2.22
C: 2.85 -3.79 -3.65
C: 2.14 -2.82 -4.23
C: 1.15 -2.01 -3.45
N: 1.40 -2.03 -2.01
H: 3.32 -4.78 -1.70
H: 3.53 -4.40 -4.24
H: 2.22 -2.63 -5.30
H: 0.12 -2.35 -3.67
N: -0.94 0.66 -8.01
C: -0.69 0.45 -6.91
C: -0.38 0.16 -5.53
C: 0.87 -0.14 -5.17
C: 1.17 -0.51 -3.75
N: 0.24 0.07 -2.77
C: -1.03 0.28 -3.22
C: -1.42 0.28 -4.52
H: 1.68 -0.16 -5.89
H: 2.17 -0.19 -3.49
H: -1.76 0.50 -2.47
H: -2.44 0.48 -4.79
C: -0.25 1.61 -0.33
H: -0.79 1.52 0.62
H: 0.53 2.35 -0.13
C: 2.86 0.63 -1.03
C: 3.01 1.90 -1.77
C: 3.44 1.96 -3.11
C: 3.57 3.15 -3.80
C: 3.31 4.36 -3.16
C: 2.94 4.34 -1.82
C: 2.79 3.14 -1.15
C: 3.45 5.61 -3.86
N: 3.57 6.61 -4.41
H: 3.22 0.77 -0.01
H: 3.48 -0.15 -1.48
H: 3.72 1.04 -3.61
H: 3.89 3.15 -4.83
H: 2.77 5.28 -1.30
H: 2.53 3.16 -0.10
C: -2.90 3.97 -2.56
Si: -1.88 3.66 -1.04
C: -2.97 3.57 0.48
C: -0.63 5.00 -0.79
O: -1.16 2.20 -1.27
H: -3.32 4.98 -2.55
H: -3.73 3.26 -2.64
H: -2.28 3.86 -3.45
H: -3.49 4.52 0.63
H: -2.38 3.36 1.37
H: -3.72 2.78 0.38
H: -1.12 5.97 -0.66
H: 0.03 5.07 -1.65
H: -0.02 4.81 0.10

Properties
net charge: -1
multiplicity: 3
<S²>: 2.03
HOMO energy (alpha / beta): -3.83 / -4.16 eV
lowest unoccupied orbital energy (alpha / beta): 0.076 / 0.076 Ha
molecular weight: 1118.95 g/mol

Results of the Löwdin charge analysis, in e, for atoms 1 through 5:
1. W 1.37
2. C -0.27
3. N -0.18
4. C -0.30
5. P 1.03

[2]
This record from OMol25 describes a molecular structure, C56H55FFeN6O7PSSi. The level of theory is ωB97M-V/def2-TZVPD.

Positions of all 129 atoms, in Å:
Fe: -0.25 0.45 0.36
O: 1.60 2.36 2.01
N: 2.13 1.14 1.58
C: 3.34 1.22 1.22
C: 4.08 0.01 0.83
C: 5.45 0.05 1.09
C: 6.26 -1.05 0.88
C: 5.70 -2.21 0.38
C: 4.35 -2.25 0.07
C: 3.51 -1.15 0.30
P: 1.78 -1.26 -0.37
C: 2.32 -1.56 -2.10
C: 2.78 -0.45 -2.80
C: 3.37 -0.58 -4.05
C: 3.54 -1.84 -4.60
C: 3.07 -2.96 -3.92
C: 2.45 -2.82 -2.68
C: 1.21 -2.94 0.10
C: 1.73 -3.72 1.13
C: 1.15 -4.95 1.42
C: 0.07 -5.42 0.69
C: -0.44 -4.64 -0.34
C: 0.11 -3.41 -0.62
H: 1.20 2.11 2.86
H: 3.88 2.16 1.30
H: 5.88 0.97 1.48
H: 7.32 -1.00 1.11
H: 6.31 -3.09 0.20
H: 3.93 -3.15 -0.36
H: 2.67 0.54 -2.36
H: 3.71 0.30 -4.58
H: 4.01 -1.96 -5.57
H: 3.19 -3.95 -4.35
H: 2.10 -3.70 -2.16
H: 2.58 -3.39 1.69
H: 1.56 -5.55 2.23
H: -0.36 -6.38 0.92
H: -1.29 -4.99 -0.92
H: -0.31 -2.79 -1.41
C: -0.04 2.49 -0.85
Si: -1.57 3.52 -0.69
C: -1.99 3.37 1.15
N: -2.21 1.95 1.51
C: -2.03 1.71 2.95
C: -3.17 2.24 3.83
C: -4.54 1.91 3.21
C: -4.40 0.86 2.11
C: -3.51 1.42 1.01
C: -1.16 5.30 -1.13
C: -1.08 6.32 -0.19
C: -0.69 7.60 -0.56
C: -0.37 7.88 -1.88
C: -0.45 6.87 -2.83
C: -0.84 5.60 -2.46
C: -3.10 3.12 -1.72
C: -3.99 4.16 -2.02
C: -5.16 3.92 -2.72
C: -5.47 2.64 -3.15
C: -4.60 1.60 -2.87
C: -3.43 1.84 -2.16
H: 0.80 2.86 -0.26
H: 0.28 2.15 -1.83
H: -2.86 4.00 1.41
H: -1.13 3.74 1.71
H: -1.08 2.15 3.25
H: -1.94 0.64 3.10
H: -3.07 3.31 3.99
H: -3.06 1.76 4.80
H: -4.97 2.81 2.77
H: -5.23 1.57 3.98
H: -5.37 0.62 1.68
H: -3.98 -0.06 2.52
H: -4.06 2.23 0.52
H: -3.32 0.65 0.26
H: -1.32 6.12 0.85
H: -0.65 8.39 0.19
H: -0.06 8.88 -2.16
H: -0.21 7.09 -3.87
H: -0.89 4.81 -3.21
H: -3.76 5.17 -1.69
H: -5.84 4.74 -2.94
H: -6.39 2.46 -3.69
H: -4.84 0.60 -3.20
H: -2.77 1.02 -1.93
C: 5.10 -3.06 6.01
C: 3.83 -2.41 5.51
C: 2.76 -2.17 6.36
C: 1.60 -1.56 5.91
C: 1.52 -1.20 4.57
C: 2.56 -1.43 3.71
C: 3.72 -2.04 4.17
S: 0.17 -0.18 4.04
O: -0.91 -0.38 4.97
O: 0.75 1.15 4.02
N: -0.26 -0.51 2.52
C: -1.26 -1.41 2.21
C: -1.80 -2.43 3.01
C: -2.88 -3.14 2.53
C: -3.39 -2.87 1.25
C: -2.76 -1.90 0.51
N: -1.73 -1.19 0.97
H: 5.14 -3.04 7.10
H: 5.98 -2.55 5.62
H: 5.15 -4.10 5.68
H: 2.85 -2.45 7.41
H: 0.77 -1.37 6.57
H: 2.47 -1.10 2.68
H: 4.54 -2.21 3.49
H: -1.40 -2.62 3.99
H: -3.34 -3.90 3.14
H: -4.24 -3.40 0.85
H: -3.08 -1.65 -0.50
F: 0.93 -0.70 -7.87
C: 0.35 -1.42 -6.90
C: -0.32 -0.81 -5.91
N: -0.92 -1.52 -4.89
C: -1.57 -0.81 -3.79
C: -0.56 -0.07 -2.89
O: 0.21 0.72 -3.43
O: -0.67 -0.33 -1.64
C: -0.79 -2.89 -4.79
O: -1.21 -3.54 -3.86
N: -0.15 -3.48 -5.87
C: 0.47 -2.87 -6.96
O: 1.01 -3.52 -7.82
H: -0.40 0.26 -5.86
H: -2.12 -1.54 -3.22
H: -2.24 -0.07 -4.21
H: -0.07 -4.48 -5.82

Properties
net charge: 0
multiplicity: 6
<S²>: 8.76
HOMO energy (alpha / beta): -8.30 / -8.50 eV
lowest unoccupied orbital energy (alpha / beta): -0.002 / -0.056 Ha
molecular weight: 1090.06 g/mol

Results of the Löwdin charge analysis, in e, for atoms 1 through 5:
1. Fe 0.89
2. O -0.09
3. N -0.04
4. C -0.08
5. C -0.21

[3]
This record from OMol25 describes a molecular structure, C56H56F8O4S2. The level of theory is ωB97M-V/def2-TZVPD.

Positions of all 126 atoms, in Å:
F: -34.98 -6.10 -8.69
C: -33.97 -6.90 -8.96
C: -33.33 -7.82 -8.13
C: -32.33 -8.63 -8.60
C: -31.88 -8.55 -9.91
C: -32.47 -7.72 -10.85
C: -33.63 -6.94 -10.33
H: -33.76 -7.72 -7.07
H: -31.74 -9.33 -8.06
H: -31.13 -9.24 -10.41
H: -32.16 -7.79 -11.78
H: -34.20 -6.22 -10.94
F: -31.20 -8.88 -5.49
C: -31.20 -10.25 -5.45
C: -30.33 -10.97 -6.26
C: -30.36 -12.40 -6.23
C: -31.11 -13.11 -5.35
C: -32.01 -12.38 -4.49
C: -31.99 -10.95 -4.55
H: -29.52 -10.32 -6.75
H: -30.12 -13.06 -7.20
H: -31.07 -14.16 -5.26
H: -32.52 -12.86 -3.73
H: -32.67 -10.50 -3.92
F: -26.27 -9.84 -17.66
C: -26.11 -9.86 -16.42
C: -27.05 -9.37 -15.43
C: -26.82 -9.37 -13.96
C: -25.66 -10.08 -13.53
C: -24.66 -10.53 -14.46
C: -24.98 -10.44 -15.82
H: -27.92 -8.95 -15.90
H: -27.56 -8.85 -13.22
H: -25.43 -10.16 -12.56
H: -23.81 -10.98 -14.22
H: -24.34 -10.73 -16.82
F: -32.76 -9.59 -14.50
C: -31.97 -10.35 -13.73
C: -30.71 -9.94 -13.12
C: -29.93 -10.85 -12.38
C: -30.22 -12.25 -12.39
C: -31.46 -12.64 -12.87
C: -32.23 -11.67 -13.66
H: -30.31 -8.97 -13.36
H: -29.14 -10.43 -11.85
H: -29.42 -12.90 -11.87
H: -31.94 -13.63 -12.77
H: -32.99 -11.95 -14.09
F: -31.60 -6.72 -13.77
C: -30.87 -5.57 -13.93
C: -29.50 -5.76 -14.21
C: -28.65 -4.65 -14.19
C: -29.16 -3.41 -13.94
C: -30.59 -3.23 -13.80
C: -31.42 -4.37 -13.68
H: -29.17 -6.75 -14.50
H: -27.65 -4.83 -14.54
H: -28.46 -2.63 -14.04
H: -30.98 -2.18 -13.49
H: -32.41 -4.28 -13.43
F: -26.04 -1.08 -12.36
C: -27.34 -0.68 -12.19
C: -27.93 -1.20 -11.01
C: -29.33 -1.07 -10.73
C: -29.99 -0.12 -11.59
C: -29.47 0.43 -12.76
C: -28.07 0.17 -13.05
H: -27.29 -1.89 -10.57
H: -29.78 -1.55 -9.90
H: -31.13 0.09 -11.48
H: -29.97 1.05 -13.42
H: -27.42 0.27 -14.08
F: -30.91 -3.53 -6.87
C: -31.66 -2.43 -6.94
C: -32.72 -2.27 -7.88
C: -33.46 -1.02 -8.02
C: -33.07 0.01 -7.11
C: -32.13 -0.17 -6.05
C: -31.47 -1.34 -6.10
H: -33.14 -3.15 -8.32
H: -34.06 -1.02 -8.76
H: -33.70 0.92 -7.27
H: -31.90 0.50 -5.33
H: -30.78 -1.41 -5.34
F: -27.94 -11.18 -9.50
C: -26.84 -10.59 -8.83
C: -25.88 -10.02 -9.63
C: -24.71 -9.52 -9.06
C: -24.55 -9.47 -7.67
C: -25.55 -10.13 -6.88
C: -26.65 -10.71 -7.48
H: -25.91 -10.02 -10.71
H: -23.90 -9.23 -9.60
H: -23.91 -8.81 -7.17
H: -25.36 -10.07 -5.79
H: -27.32 -11.10 -6.74
C: -29.16 -6.02 -8.17
C: -29.00 -5.21 -9.57
C: -28.90 -6.08 -10.65
S: -27.77 -7.31 -10.07
O: -26.41 -6.76 -10.03
O: -27.97 -8.47 -10.91
C: -28.43 -7.38 -8.41
H: -30.11 -6.11 -7.84
H: -28.38 -5.63 -7.51
H: -28.21 -4.20 -9.37
H: -29.95 -4.81 -9.65
H: -28.35 -5.65 -11.65
H: -29.78 -6.45 -11.06
H: -27.73 -7.51 -7.61
H: -29.20 -8.25 -8.21
C: -24.86 -5.81 -6.41
C: -23.65 -5.43 -7.15
C: -23.88 -4.52 -8.23
S: -24.96 -3.42 -7.43
O: -25.88 -2.91 -8.42
O: -24.13 -2.59 -6.58
C: -25.72 -4.52 -6.35
H: -24.50 -6.27 -5.53
H: -25.59 -6.57 -6.86
H: -23.20 -6.23 -7.29
H: -22.93 -4.84 -6.63
H: -24.32 -4.93 -9.09
H: -22.95 -3.81 -8.29
H: -26.67 -4.70 -6.77
H: -25.88 -4.08 -5.44

Properties
net charge: 0
HOMO energy: -8.90 eV
lowest unoccupied orbital energy: 0.016 Ha
molecular weight: 1009.18 g/mol

Results of the Löwdin charge analysis, in e, for atoms 1 through 5:
1. F 0.09
2. C -0.33
3. C -0.02
4. C -0.10
5. C -0.10

Energy above the lowest of the compared OMol25 structures with the same formula, charge and spin list, top to bottom, in kcal/mol: 12.8; 0.0; 46.2